1.
The following is a quantum chemistry calculation of a structure of composition CH5NOSi at a distorted geometry, from the Open Molecules 2025 dataset.

## Properties
Calculated total energy ... -12527.43656 eV
Relative energy (zero: lowest compared OMol25 entry of this formula, charge and spin) ... 43.98 kcal per mole
Spin multiplicity ... 3
Total charge ... 0

The geometry in XYZ format:
```
9
CH5NOSi (ωB97M-V/def2-TZVPD)
C -1.84529 -0.55697 0.89725
N -1.18037 -0.81644 -0.10799
O 0.51551 -0.31584 0.22458
Si 1.48535 0.48671 -0.77169
H -2.89611 -0.82618 0.85578
H -1.48303 -0.09789 1.81105
H 2.59096 0.52369 0.18850
H 1.82056 -0.22371 -2.00162
H 0.99242 1.82664 -1.09586
```

Atomic partial charges in e from the natural (NBO) method, atoms 1 to 4:
1 C -0.171
2 N -0.114
3 O -0.706
4 Si 1.196

***

2.
The following is a quantum chemistry calculation of a cluster of 2 separate species, C5H10N2S in total at a distorted geometry, from the Open Molecules 2025 dataset.

## Properties
Calculated total energy ... -19159.45734 eV
Relative energy (zero: lowest compared OMol25 entry of this formula, charge and spin) ... 79.52 kcal per mole
Total charge ... 0

The geometry in XYZ format:
```
18
C5H10N2S (ωB97M-V/def2-TZVPD)
C -2.10762 -0.40214 -0.05021
C 1.65964 0.28634 -0.58900
C 0.41403 0.40104 1.49559
C -0.75715 -0.47258 -0.57150
C 0.22728 0.51136 -0.01521
N -3.06241 -0.68591 0.46565
N -0.31923 -1.78212 -0.64596
S -0.32315 2.18995 -0.47295
H 2.06995 -0.51398 -0.02862
H 2.19089 1.10823 -0.19634
H 1.55940 -0.03426 -1.65335
H 1.27605 -0.13772 1.78897
H -0.48171 -0.08788 1.87646
H 0.42173 1.37532 1.89995
H -1.28846 0.15989 -1.99920
H 0.50308 -1.91957 -1.22843
H -0.98718 -2.50639 -0.86633
H -0.99514 2.51040 0.79047
```

Atomic partial charges in e from the natural (NBO) method, atoms 1 to 4:
1 C 0.250
2 C -0.625
3 C -0.622
4 C -0.017

***

3.
The following is a quantum chemistry calculation of a cluster of 2 separate species, C2H9NO in total, from the Open Molecules 2025 dataset.

## Properties
SMILES ... COC.N
Calculated total energy ... -5756.72023 eV
Relative energy (zero: lowest compared OMol25 entry of this formula, charge and spin) ... 18.52 kcal per mole
Total charge ... 0

The geometry in XYZ format:
```
13
C2H9NO (ωB97M-V/def2-TZVPD)
C 0.99328 -0.43110 0.76857
N -2.20763 1.23114 1.06539
H 0.10190 -0.55664 1.37648
H 1.46717 -1.41406 0.69081
H 1.64757 0.29578 1.25719
H -1.34419 0.98637 0.59656
H -2.62137 0.42215 1.50940
H -1.95694 1.85822 1.82238
C 0.75243 -0.76262 -1.61500
O 0.58759 0.06556 -0.49055
H 1.80823 -1.01012 -1.76429
H 0.14735 -1.66333 -1.54020
H 0.41224 -0.18343 -2.46504
```

Atomic partial charges in e from the natural (NBO) method, atoms 1 to 4:
1 C -0.252
2 N -1.076
3 H 0.174
4 H 0.173

***

4.
The following is a quantum chemistry calculation of an isolated molecule of C4H8O2, from the Open Molecules 2025 dataset.

## Properties
Calculated total energy ... -8367.89415 eV
Relative energy (zero: lowest compared OMol25 entry of this formula, charge and spin) ... 124.24 kcal per mole
Total charge ... 0

The geometry in XYZ format:
```
14
C4H8O2 (ωB97M-V/def2-TZVPD)
O -0.37326 -1.76305 0.68475
C -0.30066 -0.78812 -0.31214
C -1.25604 0.42767 -0.12087
C -0.28960 1.47101 0.37524
C 1.10811 -0.11553 -0.34000
O 1.76179 -0.19693 0.89198
H 0.36260 -1.58161 1.29348
H -0.50790 -1.28045 -1.27004
H -1.80248 0.63153 -1.05275
H -1.97678 0.21359 0.67569
H 0.93980 0.95985 -0.65336
H -0.23351 2.36274 -0.27897
H 1.78483 -0.47924 -1.11318
H 1.29215 0.46701 1.43960
```

Atomic partial charges in e from the natural (NBO) method, atoms 1 to 4:
1 O -0.704
2 C 0.096
3 C -0.580
4 C -0.175

***

5.
The following is a quantum chemistry calculation of an isolated molecule of C2H3NO2S at a distorted geometry, from the Open Molecules 2025 dataset.

## Properties
SMILES ... NC(=O)C(O)=S
Calculated total energy ... -18542.98078 eV
Relative energy (zero: lowest compared OMol25 entry of this formula, charge and spin) ... 10.88 kcal per mole
Total charge ... 0

The geometry in XYZ format:
```
9
C2H3NO2S (ωB97M-V/def2-TZVPD)
C -0.40532 0.30644 -0.14333
C 0.43914 -0.94499 0.31356
H 1.19695 1.25798 -0.60825
H -0.18187 2.24103 -0.62855
H -1.30352 -1.53920 0.47653
N 0.27462 1.42556 -0.18469
O -1.63246 0.16944 -0.16112
O -0.42583 -1.85471 0.65441
S 2.03827 -1.06156 0.28143
```

Atomic partial charges in e from the natural (NBO) method, atoms 1 to 4:
1 C 0.588
2 C 0.122
3 H 0.413
4 H 0.404

***

6.
The following is a quantum chemistry calculation of a structure of composition C15H12F5NRhS6, from the Open Molecules 2025 dataset.

## Properties
Calculated total energy ... -98839.60094 eV
Total charge ... +1

The geometry in XYZ format:
```
40
C15H12F5NRhS6 (ωB97M-V/def2-TZVPD)
Rh 1.33996 -0.91365 -0.76490
F 0.59208 5.51201 -1.74385
C 0.95059 4.37394 -1.17636
C 1.03821 3.21691 -1.93634
F 0.76368 3.23391 -3.23248
C 1.40426 2.04757 -1.30731
F 1.47515 0.90543 -2.07572
C 1.68369 1.95426 0.04308
S 2.20563 0.45037 0.79346
C 1.57896 3.12744 0.77948
F 1.83325 3.10625 2.08325
C 1.22387 4.32635 0.18248
F 1.13030 5.42714 0.90921
C -2.89953 1.29789 1.71636
C -3.03566 0.54012 0.38653
C -3.57610 1.46264 -0.71672
C -3.92536 -0.70100 0.54855
C -1.69502 0.09559 -0.01017
N -0.63762 -0.23260 -0.30428
H -3.88732 1.64578 2.01769
H -2.24739 2.16500 1.61314
H -2.50709 0.65343 2.50242
H -4.56379 1.81342 -0.41909
H -3.67033 0.93508 -1.66548
H -2.93260 2.33097 -0.85756
H -4.93304 -0.37260 0.80186
H -3.56531 -1.34372 1.35177
H -3.97758 -1.27683 -0.37527
C 0.22484 -3.84903 -0.28865
S 1.23205 -2.64568 0.65220
C 2.83861 -3.33983 0.53670
C 3.65133 -2.97154 -0.46458
S 3.20222 -1.75317 -1.62947
S 5.19233 -3.75846 -0.51885
C 4.92442 -4.84038 0.84395
S 6.06279 -5.82557 1.42027
S 3.40346 -4.53599 1.66635
H -0.76130 -3.87058 0.16780
H 0.70576 -4.81923 -0.19268
H 0.15758 -3.57164 -1.33680
```

Atomic partial charges in e from the natural (NBO) method, atoms 1 to 4:
1 Rh 0.517
2 F -0.262
3 C 0.279
4 C 0.287

***

What is the total charge in the sixth record? +1

***

Which of these has the highest total charge? C15H12F5NRhS6